(1)
This record from the Open Molecules 2025 dataset describes a cluster of 2 separate species, C8H18N3O3S in total. The level of theory is the ωB97M-V functional and the def2-TZVPD basis.

Atoms and positions in Å:
C -2.33968 0.28316 -0.33189
C 3.38224 -1.10474 0.20644
C 2.18152 -0.68261 1.13186
C 3.25039 -0.36138 -1.12792
C 0.81705 -1.10673 0.46991
C 1.83740 -0.45967 -1.64673
C -0.34403 2.91072 0.92705
C -1.35845 2.52967 -0.16092
N -2.22567 1.43927 0.40767
N -3.24195 -0.61042 0.10615
N 0.84336 -0.72653 -0.87143
O -1.55948 0.03905 -1.24352
O -4.26526 -2.82635 -0.03218
O -1.69197 -2.60563 -0.18424
S -2.96656 -2.15685 -0.74090
H 4.32111 -0.73485 0.81921
H 3.37839 -2.17585 -0.01379
H 2.47076 -1.01475 2.17520
H 2.22560 0.47035 1.23647
H 3.52264 0.68664 -0.90543
H 3.89718 -0.76661 -1.89478
H 0.62763 -2.12017 0.66267
H 0.05515 -0.57806 0.92704
H 1.88128 -0.06363 -2.67958
H 0.18020 1.95881 1.04477
H 0.26204 3.65203 0.42519
H -0.85083 3.24705 1.81219
H -1.96676 3.47236 -0.27464
H -0.87870 2.21896 -1.10065
H -2.94068 1.78267 1.00434
H -3.88820 -0.29514 0.88344
H -0.09906 -0.51538 -1.26173
H -4.51666 -3.78537 0.23077

## Properties
**Highest occupied orbital energy**: -13.020 eV
**Net charge**: +1
**Multiplicity**: 1
**Energy relative to the best compared isomer or geometry (same formula, charge and spin)**: 0.00 kcal/mol
**LUMO level**: -3.477 eV



(2)
This record from the Open Molecules 2025 dataset describes a cluster of 2 separate species, C8H18NO2 in total. The level of theory is the ωB97M-V functional and the def2-TZVPD basis.

Atoms and positions in Å:
C -1.96249 1.06094 1.22032
C -1.71771 1.09917 -0.28473
C -1.56024 -0.47039 1.14646
C 1.79765 -0.92712 1.14089
C 2.55142 -0.40558 -1.31344
C 2.03470 1.43979 0.46604
C -1.82098 -1.23362 -1.25653
C 1.67229 -0.00330 -0.01873
N -1.31102 -0.30555 -0.30974
O -3.17994 -1.56879 -0.96343
O 0.47726 -0.22129 -0.81838
H -1.28954 1.79007 1.90592
H -2.95357 1.24436 1.37855
H -2.53833 1.48462 -0.95537
H -0.86366 1.72498 -0.40013
H -0.66367 -0.58350 1.62984
H -2.35257 -1.22634 1.19840
H 2.80926 -1.07327 1.45421
H 1.31394 -0.47955 1.95905
H 1.40141 -1.91139 0.92596
H 2.06601 0.02037 -2.17212
H 2.73352 -1.41324 -1.56163
H 3.49273 0.25364 -1.16130
H 2.15787 2.12308 -0.38394
H 1.36355 1.98091 1.25543
H 3.07281 1.36449 0.82593
H -1.80199 -0.73537 -2.28986
H -1.27297 -2.19975 -1.31137
H -3.65575 -0.82837 -1.30629

## Properties
**Highest occupied orbital energy (alpha / beta)**: -14.405 / -14.405 eV
**Net charge**: +1
**Multiplicity**: 1
**Energy relative to the best compared isomer or geometry (same formula, charge and spin)**: 110.25 kcal/mol
**LUMO level (alpha / beta)**: -5.516 / -5.521 eV



(3)
This record from the Open Molecules 2025 dataset describes a structure of composition C8H18O11Sr. The level of theory is the ωB97M-V functional and the def2-TZVPD basis.

Atoms and positions in Å:
Sr -0.05332 -0.49974 0.85621
C -0.80739 1.32180 -3.30814
C 0.28842 0.28508 -3.00254
O 0.16568 -0.35073 -1.92454
O 1.12628 0.11598 -3.90358
H -1.43491 0.94844 -4.12321
H -0.36019 2.27566 -3.60735
H -1.44332 1.51659 -2.44264
C -3.82174 0.26763 -1.38077
C -2.70213 0.03535 -0.37028
O -2.45369 -1.16843 -0.09631
O -2.12189 1.00482 0.19386
H -4.69436 -0.29911 -1.05507
H -3.46302 -0.08138 -2.34870
H -4.08693 1.32258 -1.46730
C 1.71668 3.60758 0.68483
C 2.34331 2.36074 0.01035
O 3.35871 2.57802 -0.66110
O 1.73582 1.27206 0.19562
H 0.72906 3.43035 1.11065
H 1.63587 4.36456 -0.10169
H 2.39025 4.03741 1.43362
C 1.91476 -4.48880 0.13470
C 1.07827 -3.21194 0.14678
O -0.15102 -3.24580 0.39812
O 1.70148 -2.15782 -0.10077
H 2.60260 -4.43672 0.98619
H 2.55743 -4.45621 -0.74550
H 1.32533 -5.40149 0.20164
O 2.08489 -0.58256 2.36146
H 2.80286 -1.02885 1.90168
H 2.38785 0.30898 2.55057
O -0.26018 1.37939 2.49787
H -0.52897 1.13375 3.38604
H -0.30834 2.33694 2.45524
O -1.47047 -1.28605 2.89038
H -1.98266 -1.07313 3.67157
H -1.80102 -2.13494 2.57212

## Properties
**Highest occupied orbital energy**: -1.145 eV
**Net charge**: -2
**Multiplicity**: 1
**Energy relative to the best compared isomer or geometry (same formula, charge and spin)**: 11.47 kcal/mol
**LUMO level**: 3.946 eV



(4)
This record from the Open Molecules 2025 dataset describes an isolated molecule of C8H18O2. The level of theory is the ωB97M-V functional and the def2-TZVPD basis.

Atoms and positions in Å:
C 1.69306 -1.00294 1.05253
C 1.73765 -0.01158 -0.08791
C 2.21428 -0.66621 -1.37645
C 2.64361 1.19947 0.25816
O 0.47422 0.64842 -0.25045
O -0.49565 -0.34452 -0.57740
C -1.77857 0.05470 -0.05143
C -2.19718 1.37904 -0.71844
C -1.66503 0.15643 1.47578
C -2.70743 -1.08565 -0.50718
H 1.02754 -1.83775 0.77965
H 2.67909 -1.47306 1.14787
H 1.34602 -0.57052 2.01045
H 2.20495 0.06108 -2.21796
H 1.59722 -1.52737 -1.64448
H 3.25221 -1.03792 -1.27546
H 3.66747 0.89038 0.43782
H 2.25498 1.70900 1.14134
H 2.59383 1.93150 -0.53651
H -1.48351 2.17790 -0.55250
H -3.16764 1.69704 -0.36258
H -2.22586 1.22032 -1.82231
H -1.42551 -0.81831 1.85019
H -0.86242 0.86565 1.72684
H -2.59583 0.49884 1.92361
H -2.67306 -1.15624 -1.59201
H -3.72653 -0.89443 -0.13144
H -2.38190 -2.06328 -0.09973

## Properties
**Highest occupied orbital energy**: -9.137 eV
**SMILES**: CC(C)(C)OOC(C)(C)C
**Multiplicity**: 1
**Energy relative to the best compared isomer or geometry (same formula, charge and spin)**: 67.16 kcal/mol
**LUMO level**: 0.846 eV